P) {"formula": "C7H15N", "method": "ωB97M-V with the def2-TZVPD basis set", "symbols": ["C", "C", "C", "N", "C", "C", "C", "C", "H", "H", "H", "H", "H", "H", "H", "H", "H", "H", "H", "H", "H", "H", "H"], "positions_angstrom": [[-1.705, -2.367, 0.852], [-0.185, -2.319, 0.694], [0.583, -0.993, 0.659], [-0.139, 0.207, 0.117], [0.176, 1.543, 0.855], [0.748, 2.582, -0.212], [0.397, 1.965, -1.582], [0.130, 0.470, -1.361], [-1.938, -3.329, 0.399], [-1.988, -2.187, 1.886], [-2.392, -1.609, 0.457], [0.452, -3.033, 1.186], [-0.217, -2.773, -0.279], [1.223, -0.981, 1.662], [1.593, -1.163, 0.084], [0.877, 1.249, 1.606], [-0.640, 1.937, 1.343], [1.785, 2.732, -0.072], [0.491, 3.652, -0.151], [1.304, 2.013, -2.313], [-0.387, 2.392, -2.192], [0.686, -0.216, -1.957], [-0.856, 0.227, -1.683]], "lowdin_charge": [-0.118, -0.264, -0.234, -0.120, -0.106, -0.148, -0.177, -0.185, 0.068, 0.059, 0.069, 0.098, 0.076, 0.132, 0.124, 0.081, 0.066, 0.074, 0.102, 0.127, 0.091, 0.097, 0.087], "orbital_gap_ev": 9.4, "lumo_ev": 1.06}

=====

Q) {"formula": "C7H15N", "method": "ωB97M-V with the def2-TZVPD basis set", "symbols": ["C", "C", "C", "C", "C", "C", "C", "N", "H", "H", "H", "H", "H", "H", "H", "H", "H", "H", "H", "H", "H", "H", "H"], "positions_angstrom": [[1.044, 0.320, -0.119], [-0.078, -1.767, 0.969], [-1.841, -0.042, -1.459], [1.440, 1.660, 0.501], [2.276, -0.417, -0.613], [-0.065, -0.411, 0.336], [-1.257, 0.300, -0.083], [-2.285, 0.448, 0.882], [-0.313, 1.166, -0.613], [-2.051, 0.404, 1.862], [-3.147, 0.867, 0.566], [-1.082, -2.193, 0.984], [0.307, -1.749, 1.994], [0.563, -2.455, 0.410], [-1.049, -0.157, -2.195], [-2.513, 0.746, -1.808], [-2.412, -0.973, -1.389], [1.903, 1.507, 1.483], [2.152, 2.212, -0.116], [0.591, 2.330, 0.637], [2.044, -1.414, -0.986], [2.748, 0.147, -1.421], [3.026, -0.528, 0.179]], "lowdin_charge": [-0.331, -0.040, -0.068, -0.087, -0.069, -0.271, -0.465, 0.082, 0.179, 0.086, 0.078, 0.076, 0.079, 0.073, 0.079, 0.072, 0.075, 0.082, 0.074, 0.072, 0.067, 0.078, 0.082], "orbital_gap_ev": 8.5, "lumo_ev": 0.95}

=====

R) {"formula": "C7H15N", "method": "ωB97M-V with the def2-TZVPD basis set", "symbols": ["C", "C", "C", "C", "H", "H", "H", "H", "H", "H", "H", "H", "C", "C", "N", "C", "H", "H", "H", "H", "H", "H", "H"], "positions_angstrom": [[-0.614, -1.411, -3.503], [-0.044, -1.146, -2.145], [1.147, -0.611, -1.920], [1.727, -0.367, -0.565], [0.014, -1.030, -4.307], [-0.732, -2.488, -3.654], [-1.610, -0.979, -3.610], [-0.668, -1.448, -1.308], [1.744, -0.328, -2.784], [1.016, -0.611, 0.224], [2.637, -0.946, -0.394], [2.020, 0.681, -0.469], [-0.968, 1.934, 0.588], [-0.988, 1.691, 1.896], [0.024, 1.070, 2.629], [-0.375, -0.039, 3.483], [-0.205, 1.556, -0.078], [-1.728, 2.575, 0.164], [-1.827, 2.008, 2.510], [0.842, 0.858, 2.076], [0.511, -0.418, 3.991], [-1.076, 0.307, 4.243], [-0.847, -0.858, 2.932]], "lowdin_charge": [-0.113, -0.188, -0.188, -0.126, 0.070, 0.072, 0.069, 0.103, 0.103, 0.057, 0.073, 0.070, -0.002, -0.262, -0.107, -0.123, 0.026, 0.042, 0.106, 0.093, 0.076, 0.076, 0.075], "orbital_gap_ev": 9.3, "lumo_ev": 1.08}

=====

Relative to the most stable one, in kcal/mol, the structures come out at P) 35.7; Q) 44.2; R) 0.0.

=====

P) {"formula": "C24H66N6O6", "method": "ωB97M-V with the def2-TZVPD basis set", "symbols": ["C", "O", "C", "C", "C", "N", "H", "H", "H", "H", "H", "H", "H", "H", "H", "H", "H", "C", "O", "C", "C", "C", "N", "H", "H", "H", "H", "H", "H", "H", "H", "H", "H", "H", "C", "O", "C", "C", "C", "N", "H", "H", "H", "H", "H", "H", "H", "H", "H", "H", "H", "C", "O", "C", "C", "C", "N", "H", "H", "H", "H", "H", "H", "H", "H", "H", "H", "H", "C", "O", "C", "C", "C", "N", "H", "H", "H", "H", "H", "H", "H", "H", "H", "H", "H", "C", "O", "C", "C", "C", "N", "H", "H", "H", "H", "H", "H", "H", "H", "H", "H", "H"], "positions_angstrom": [[0.718, -3.013, -1.701], [1.262, -1.852, -2.274], [0.955, -1.717, -3.642], [1.285, -0.317, -4.115], [0.718, 0.727, -3.148], [0.760, -0.171, -5.480], [1.416, -3.428, -0.969], [0.534, -3.825, -2.413], [-0.226, -2.802, -1.186], [1.544, -2.439, -4.228], [-0.095, -1.968, -3.861], [2.368, -0.210, -4.186], [0.481, 1.698, -3.589], [1.452, 0.930, -2.364], [-0.204, 0.380, -2.675], [0.916, 0.780, -5.795], [-0.249, -0.277, -5.509], [-2.323, -0.559, -1.104], [-1.883, -0.422, 0.215], [-0.811, 0.496, 0.303], [-0.511, 0.785, 1.750], [-1.516, 1.688, 2.422], [0.818, 1.438, 1.845], [-1.531, -0.939, -1.772], [-2.640, 0.390, -1.558], [-3.135, -1.284, -1.145], [0.061, 0.020, -0.179], [-0.954, 1.427, -0.265], [-0.416, -0.170, 2.288], [-1.252, 1.846, 3.471], [-2.522, 1.269, 2.395], [-1.487, 2.676, 1.962], [1.162, 1.343, 2.792], [1.518, 0.955, 1.297], [2.656, -1.107, 0.834], [2.992, -0.671, 2.139], [4.347, -0.421, 2.360], [4.600, 0.167, 3.743], [3.630, 1.268, 4.151], [6.003, 0.589, 3.823], [2.726, -0.266, 0.135], [1.599, -1.372, 0.901], [3.186, -2.001, 0.500], [4.909, -1.377, 2.360], [4.835, 0.144, 1.553], [4.372, -0.644, 4.456], [2.623, 0.857, 4.176], [3.651, 2.112, 3.453], [3.841, 1.695, 5.133], [6.176, 0.983, 4.737], [6.578, -0.227, 3.657], [-4.235, -2.680, 1.665], [-3.836, -2.612, 3.010], [-3.716, -1.285, 3.469], [-3.247, -1.316, 4.906], [-3.313, 0.030, 5.567], [-1.873, -1.869, 4.963], [-3.509, -2.205, 0.991], [-5.196, -2.172, 1.522], [-4.247, -3.735, 1.399], [-3.012, -0.742, 2.819], [-4.678, -0.752, 3.350], [-3.855, -2.052, 5.439], [-2.395, 0.601, 5.405], [-3.515, -0.019, 6.637], [-4.124, 0.652, 5.173], [-1.181, -1.134, 4.901], [-1.746, -2.514, 4.193], [-4.596, -0.299, -6.561], [-4.432, -0.091, -5.172], [-4.151, -1.260, -4.465], [-5.392, -2.061, -4.021], [-6.706, -1.271, -4.082], [-5.140, -2.579, -2.661], [-3.745, -0.832, -6.999], [-4.653, 0.688, -7.016], [-5.508, -0.860, -6.793], [-3.476, -1.922, -5.023], [-3.585, -0.994, -3.569], [-5.518, -2.951, -4.643], [-7.085, -1.096, -5.089], [-6.564, -0.271, -3.661], [-7.455, -1.784, -3.480], [-5.806, -3.316, -2.464], [-5.285, -1.851, -1.968], [2.607, 3.397, -0.987], [3.970, 3.515, -0.701], [4.247, 3.281, 0.659], [5.719, 3.577, 0.919], [6.569, 2.656, 0.036], [5.981, 3.378, 2.348], [2.453, 3.301, -2.059], [2.028, 4.264, -0.630], [2.155, 2.539, -0.467], [3.594, 3.906, 1.286], [4.004, 2.242, 0.945], [5.798, 4.620, 0.597], [6.468, 2.872, -1.024], [6.181, 1.640, 0.203], [7.612, 2.584, 0.349], [6.944, 3.052, 2.393], [5.508, 2.546, 2.697]], "lowdin_charge": [-0.110, -0.194, -0.226, -0.415, -0.050, 0.030, 0.082, 0.091, 0.083, 0.132, 0.125, 0.139, 0.079, 0.060, 0.048, 0.069, 0.065, -0.133, -0.178, -0.209, -0.423, -0.056, 0.067, 0.066, 0.100, 0.062, 0.108, 0.138, 0.135, 0.072, 0.066, 0.084, 0.048, 0.019, -0.098, -0.196, -0.223, -0.430, -0.051, 0.042, 0.089, 0.083, 0.096, 0.130, 0.110, 0.137, 0.065, 0.066, 0.084, 0.083, 0.078, -0.105, -0.182, -0.228, -0.424, -0.061, 0.045, 0.067, 0.091, 0.092, 0.103, 0.130, 0.136, 0.066, 0.077, 0.079, 0.051, 0.062, -0.101, -0.190, -0.210, -0.410, -0.062, 0.024, 0.088, 0.090, 0.083, 0.122, 0.101, 0.132, 0.067, 0.083, 0.073, 0.068, 0.064, -0.119, -0.176, -0.238, -0.421, -0.053, 0.047, 0.081, 0.095, 0.063, 0.133, 0.107, 0.136, 0.074, 0.069, 0.072, 0.058, 0.009], "orbital_gap_ev": 9.6, "lumo_ev": 0.64}

=====

Q) {"formula": "C24H66N6O6", "method": "ωB97M-V with the def2-TZVPD basis set", "symbols": ["C", "O", "C", "C", "C", "N", "H", "H", "H", "H", "H", "H", "H", "H", "H", "H", "H", "C", "O", "C", "C", "C", "N", "H", "H", "H", "H", "H", "H", "H", "H", "H", "H", "H", "C", "O", "C", "C", "C", "N", "H", "H", "H", "H", "H", "H", "H", "H", "H", "H", "H", "C", "O", "C", "C", "C", "N", "H", "H", "H", "H", "H", "H", "H", "H", "H", "H", "H", "C", "O", "C", "C", "C", "N", "H", "H", "H", "H", "H", "H", "H", "H", "H", "H", "H", "C", "O", "C", "C", "C", "N", "H", "H", "H", "H", "H", "H", "H", "H", "H", "H", "H"], "positions_angstrom": [[-1.213, -0.254, 1.771], [-0.228, -1.256, 1.531], [1.057, -0.735, 1.228], [1.191, -0.156, -0.186], [1.025, -1.185, -1.313], [2.467, 0.522, -0.334], [-0.661, 0.391, 2.466], [-2.136, -0.575, 2.248], [-1.527, 0.430, 0.975], [1.333, 0.080, 1.909], [1.749, -1.542, 1.476], [0.321, 0.504, -0.245], [-0.043, -1.434, -1.300], [1.669, -2.026, -1.048], [1.172, -0.880, -2.349], [2.484, 1.105, -1.159], [3.218, -0.140, -0.492], [3.245, 2.721, 2.066], [3.316, 3.590, 3.183], [4.546, 3.446, 3.864], [4.603, 4.449, 5.059], [4.354, 5.907, 4.664], [5.924, 4.344, 5.701], [3.264, 1.711, 2.484], [4.089, 2.908, 1.391], [2.380, 2.926, 1.438], [4.751, 2.494, 4.359], [5.414, 3.760, 3.276], [3.884, 4.158, 5.827], [4.272, 6.531, 5.555], [3.384, 5.982, 4.174], [5.213, 6.267, 4.098], [6.674, 4.350, 5.017], [5.953, 3.443, 6.166], [-4.919, 0.311, 6.212], [-6.036, 0.919, 5.636], [-6.502, 0.432, 4.418], [-5.620, 0.766, 3.230], [-5.429, 2.238, 2.874], [-6.135, 0.078, 2.045], [-4.883, -0.766, 5.998], [-4.774, 0.513, 7.268], [-4.024, 0.665, 5.681], [-6.448, -0.666, 4.485], [-7.527, 0.726, 4.192], [-4.630, 0.311, 3.362], [-5.395, 2.861, 3.769], [-6.247, 2.657, 2.285], [-4.511, 2.327, 2.292], [-6.329, -0.905, 2.161], [-5.796, 0.219, 1.108], [-3.786, -1.870, -1.210], [-4.343, -0.943, -2.122], [-3.771, -0.969, -3.417], [-4.757, -0.516, -4.499], [-6.121, -1.120, -4.179], [-4.274, -0.800, -5.856], [-4.357, -1.883, -0.287], [-2.760, -1.504, -1.075], [-3.645, -2.903, -1.541], [-2.959, -0.223, -3.415], [-3.202, -1.891, -3.591], [-4.886, 0.569, -4.453], [-6.618, -0.525, -3.414], [-6.035, -2.198, -4.032], [-6.848, -1.027, -4.993], [-3.753, -1.666, -5.731], [-3.595, -0.069, -6.045], [5.313, 4.936, -5.149], [5.702, 3.986, -4.193], [5.067, 2.737, -4.304], [5.265, 1.972, -2.982], [4.806, 0.532, -3.128], [4.556, 2.550, -1.847], [6.032, 5.754, -5.203], [4.283, 5.241, -4.955], [5.457, 4.468, -6.135], [3.984, 2.779, -4.486], [5.494, 2.211, -5.167], [6.333, 1.934, -2.759], [3.784, 0.498, -3.516], [4.876, -0.041, -2.206], [5.432, -0.011, -3.843], [5.152, 3.270, -1.462], [3.616, 2.873, -2.019], [2.567, -6.195, -0.352], [1.453, -5.572, -0.986], [0.316, -6.323, -0.653], [-0.925, -6.010, -1.547], [-1.380, -4.575, -1.621], [-2.095, -6.830, -1.054], [2.516, -5.954, 0.717], [3.424, -5.705, -0.820], [2.658, -7.277, -0.460], [0.332, -7.418, -0.672], [-0.056, -6.117, 0.362], [-0.708, -6.397, -2.546], [-1.613, -4.096, -0.668], [-2.202, -4.506, -2.332], [-0.510, -4.026, -1.998], [-2.305, -7.471, -1.804], [-2.854, -6.193, -0.868]], "lowdin_charge": [-0.107, -0.183, -0.202, -0.428, -0.052, 0.056, 0.086, 0.078, 0.079, 0.106, 0.131, 0.126, 0.057, 0.082, 0.071, 0.046, 0.068, -0.116, -0.186, -0.221, -0.436, -0.064, 0.019, 0.078, 0.077, 0.078, 0.120, 0.120, 0.135, 0.072, 0.072, 0.077, 0.065, 0.064, -0.113, -0.176, -0.213, -0.447, -0.050, 0.022, 0.089, 0.088, 0.083, 0.119, 0.135, 0.115, 0.076, 0.078, 0.071, 0.063, 0.063, -0.096, -0.196, -0.217, -0.439, -0.068, 0.041, 0.084, 0.080, 0.063, 0.123, 0.118, 0.137, 0.077, 0.082, 0.074, 0.065, 0.068, -0.111, -0.195, -0.222, -0.429, -0.082, 0.047, 0.087, 0.091, 0.087, 0.125, 0.127, 0.143, 0.075, 0.067, 0.077, 0.074, 0.073, -0.108, -0.170, -0.240, -0.407, -0.084, 0.032, 0.090, 0.088, 0.085, 0.117, 0.126, 0.132, 0.087, 0.070, 0.074, 0.061, 0.051], "orbital_gap_ev": 9.2, "lumo_ev": 0.44}

=====

Relative to the most stable one, in kcal/mol, the structures come out at P) 0.0; Q) 51.0.